Entry 1:
Entry from the Open Molecules 2025 dataset: C30H32N4O8RuS2 as an isolated structure (ωB97M-V/def2-TZVPD).

Its gap between HOMO and LUMO (spin up / spin down) is 4.53 / 6.46 eV. Its LUMO energy (spin up / spin down) is -3.6 / -5.0 eV. The HOMO energy (spin up / spin down) comes out at -8.168 / -11.414 eV. As for the expectation value of S²: 8.783.

Structure (ORCA input):
```
! RIJCOSX wB97M-V def2-TZVPD def2/J DEFGRID3
* xyz 1 6
Ru 0.311 0.075 0.980
C -3.248 -6.227 -1.373
C -2.513 -4.947 -1.156
C -1.702 -4.425 -2.195
C -0.935 -3.286 -2.047
C 0.006 -2.936 -3.058
N 0.477 -1.723 -3.403
C -0.174 -0.446 -3.228
C 0.798 0.696 -3.519
C 0.405 1.946 -2.758
N -0.974 2.324 -3.116
C -1.939 2.798 -2.399
C -2.049 3.049 -0.988
C -2.844 4.174 -0.693
C -3.006 4.662 0.585
C -3.796 5.903 0.879
C -2.385 3.934 1.597
C -1.652 2.772 1.375
C -1.135 2.124 2.564
N -0.411 1.077 2.644
C 0.011 0.654 3.995
C -0.143 -0.846 4.184
C -1.420 -1.368 3.550
N -1.228 -1.584 2.107
C -1.840 -2.603 1.642
C -1.832 -3.139 0.292
C -2.572 -4.295 0.071
C -1.015 -2.576 -0.747
O -0.320 -1.560 -0.564
C -1.482 2.266 0.057
O -0.933 1.126 -0.223
H -3.489 -6.378 -2.424
H -4.161 -6.269 -0.781
H -2.617 -7.064 -1.059
H -1.669 -4.964 -3.134
H 0.431 -3.761 -3.618
H 1.388 -1.713 -3.834
H -0.540 -0.349 -2.210
H -1.040 -0.391 -3.903
H 0.864 0.897 -4.593
H 1.795 0.420 -3.178
H 1.034 2.799 -3.018
H 0.456 1.773 -1.690
H -1.165 2.270 -4.109
H -2.789 3.130 -2.989
H -3.320 4.694 -1.518
H -4.543 6.084 0.107
H -3.148 6.779 0.927
H -4.314 5.821 1.833
H -2.496 4.274 2.621
H -1.409 2.617 3.498
H -0.618 1.187 4.713
H 1.044 0.968 4.142
H -0.156 -1.046 5.257
H 0.714 -1.379 3.771
H -2.236 -0.649 3.685
H -1.731 -2.302 4.023
H -2.446 -3.202 2.329
H -3.179 -4.709 0.866
O 3.301 1.364 3.353
S 2.837 0.990 2.053
O 2.033 1.979 1.340
O 2.002 -0.285 2.098
C 4.263 0.548 1.094
C 5.463 1.071 1.552
C 6.648 0.799 0.882
C 6.630 -0.003 -0.243
C 5.430 -0.527 -0.703
C 4.238 -0.259 -0.046
S 2.779 -1.024 -0.748
O 3.090 -1.199 -2.146
O 2.446 -2.193 0.015
O 1.725 0.062 -0.603
H 5.463 1.680 2.444
H 7.577 1.213 1.248
H 7.548 -0.228 -0.769
H 5.404 -1.147 -1.587
*
```

Entry 2:
Entry from the Open Molecules 2025 dataset: C30H32N5O2S2Tc as an isolated structure (ωB97M-V/def2-TZVPD).

Its gap between HOMO and LUMO (spin up / spin down) is 4.52 / 3.92 eV. Its LUMO energy (spin up / spin down) is -11.1 / -11.7 eV. The HOMO energy (spin up / spin down) comes out at -15.672 / -15.672 eV. As for the expectation value of S²: 0.888.

Structure (ORCA input):
```
! RIJCOSX wB97M-V def2-TZVPD def2/J DEFGRID3
* xyz 3 2
Tc 0.847 -0.196 -0.849
C 4.560 3.276 -2.541
C 3.281 2.429 -2.644
C 2.168 3.184 -3.364
C 2.881 2.007 -1.265
C 3.021 0.676 -0.838
C 2.722 0.300 0.500
C 2.214 1.236 1.394
C 1.869 0.874 2.799
C 2.130 2.593 0.967
C 2.465 2.967 -0.301
H 4.891 3.546 -3.541
H 5.368 2.740 -2.049
H 4.379 4.198 -1.993
H 3.516 1.520 -3.210
H 1.910 4.107 -2.844
H 1.264 2.582 -3.468
H 2.506 3.457 -4.362
H 3.546 -0.013 -1.493
H 3.010 -0.677 0.876
H 1.852 -0.204 2.948
H 0.906 1.295 3.090
H 2.615 1.297 3.476
H 1.797 3.341 1.674
H 2.398 4.008 -0.586
O -1.236 -2.529 -3.307
C -0.355 -2.055 -2.670
O -0.456 -0.808 -2.135
C 0.957 -2.705 -2.385
C 1.314 -3.899 -2.976
C 2.569 -4.422 -2.701
C 3.409 -3.726 -1.846
C 2.974 -2.534 -1.292
N 1.760 -2.029 -1.546
H 0.616 -4.384 -3.643
H 2.889 -5.351 -3.152
H 4.398 -4.094 -1.608
H 3.609 -1.981 -0.619
C -2.415 4.290 -1.044
N -2.666 2.959 -1.598
C -3.787 2.637 -2.309
C -3.683 1.328 -2.666
N -2.503 0.880 -2.155
C -1.868 1.873 -1.509
S -0.321 1.898 -0.748
H -3.090 4.462 -0.208
H -2.587 5.022 -1.830
H -1.383 4.345 -0.711
H -4.557 3.356 -2.508
H -4.342 0.705 -3.238
H -2.080 -0.041 -2.261
S -2.075 -3.652 3.888
C -1.355 -2.630 2.709
C -0.137 -3.075 2.155
C 0.476 -2.337 1.185
N -0.033 -1.160 0.720
C -1.189 -0.721 1.270
C -1.865 -1.414 2.239
C -3.504 -2.746 4.418
C -4.761 -3.179 4.020
C -5.872 -2.528 4.551
N -5.724 -1.534 5.398
C -4.542 -1.111 5.800
C -3.378 -1.704 5.327
H 0.324 -3.993 2.487
H 1.413 -2.661 0.772
H -1.570 0.219 0.892
H -2.791 -1.007 2.625
H -4.890 -4.005 3.335
H -6.878 -2.820 4.291
H -4.519 -0.302 6.516
H -2.414 -1.378 5.690
*
```

Entry 3:
Entry from the Open Molecules 2025 dataset: C30H33BF3N5O6S5SeW as an isolated structure (ωB97M-V/def2-TZVPD).

Its gap between HOMO and LUMO is 5.92 eV. Its LUMO energy is -7.4 eV. The HOMO energy comes out at -13.345 eV.

Structure (ORCA input):
```
! RIJCOSX wB97M-V def2-TZVPD def2/J DEFGRID3
* xyz 2 1
W 0.376 0.211 0.641
F 3.273 0.473 4.732
C 4.339 0.297 3.926
F 4.773 1.516 3.553
F 5.303 -0.294 4.635
C 3.969 -0.528 2.718
C 4.511 -1.777 2.491
C 4.062 -2.529 1.401
C 3.038 -2.041 0.623
N 2.519 -0.812 0.819
C 3.023 -0.070 1.810
S 2.220 1.467 1.830
H 5.264 -2.170 3.161
H 4.481 -3.498 1.177
H 2.647 -2.635 -0.179
O 0.214 -1.180 -0.892
S 0.522 -2.624 -1.378
C 0.465 -2.368 -3.178
C 0.887 -0.954 -3.555
C 2.265 -0.547 -3.038
C 2.515 0.953 -3.128
S 1.241 1.875 -2.243
O 1.351 1.289 -0.788
C 1.967 3.475 -2.119
C 1.954 4.222 -3.294
C 2.478 5.503 -3.262
C 2.978 6.022 -2.074
C 2.958 5.266 -0.912
C 2.449 3.974 -0.922
C -0.914 -3.577 -1.056
C -0.717 -4.951 -1.049
C -1.817 -5.769 -0.827
C -3.060 -5.206 -0.579
C -3.222 -3.824 -0.551
C -2.146 -2.990 -0.800
H -0.548 -2.596 -3.509
H 1.136 -3.132 -3.576
H 0.118 -0.283 -3.165
H 0.851 -0.872 -4.644
H 3.061 -1.057 -3.583
H 2.385 -0.820 -1.988
H 2.419 1.336 -4.147
H 3.484 1.249 -2.725
H 1.535 3.833 -4.214
H 2.483 6.100 -4.164
H 3.377 7.026 -2.054
H 3.342 5.678 0.011
H 2.441 3.374 -0.023
H 0.265 -5.380 -1.198
H -1.695 -6.842 -0.820
H -3.908 -5.848 -0.384
H -4.189 -3.397 -0.318
H -2.235 -1.912 -0.733
C -3.238 -0.680 -2.978
N -3.692 -0.235 -1.667
C -4.970 -0.406 -1.197
C -5.059 0.310 -0.049
N -3.857 0.931 0.169
B -3.697 2.164 1.157
N -2.954 1.727 2.467
C -3.562 1.303 3.616
C -2.612 1.179 4.579
N -1.421 1.534 4.007
C -0.156 1.615 4.740
C -1.647 1.864 2.719
S -0.443 2.401 1.595
C -3.026 0.580 -0.815
S -1.407 1.091 -1.110
H -3.888 -1.489 -3.301
H -2.213 -1.037 -2.907
H -3.289 0.139 -3.692
H -5.700 -0.987 -1.732
H -5.894 0.463 0.610
H -3.044 2.993 0.595
H -4.805 2.505 1.461
H -4.624 1.145 3.667
H -2.677 0.881 5.609
H 0.062 0.642 5.174
H -0.255 2.364 5.523
H 0.633 1.893 4.049
O 0.444 -0.361 2.555
Se -0.689 -1.686 2.366
O -1.616 -2.054 3.611
O -1.391 -0.655 1.135
O 0.200 -2.788 1.587
*
```